C66H162F6LiN11O25S2 as an isolated structure at a distorted geometry. Source: the OMol25 dataset; level of theory: ωB97M-V/def2-TZVPD.

electronic energy	-6497.8826	Ha
frontier orbital gap	8.21	eV
charge	0

The geometry in XYZ format:
```
273
Properties=species:S:1:pos:R:3:forces:R:3
Li 2.196372 -1.429807 0.121343 0.4483 0.1082 -0.1315
C 0.744538 -0.881911 -2.787460 -0.5556 0.6407 1.4501
F 1.695793 -1.743664 -2.462281 0.3078 -0.2125 0.0180
F 1.276972 0.319076 -2.962198 0.1061 -0.0958 0.2177
F 0.158505 -1.281005 -3.888404 -0.2305 -0.0554 -0.4540
S -0.554478 -0.796376 -1.403435 -0.6764 -1.0603 -1.3106
O -1.513898 0.222295 -1.808496 1.7667 -0.1799 0.6296
O -1.132595 -2.114647 -1.368157 0.8531 -0.2146 0.2063
N 0.430972 -0.503536 -0.035616 -2.0463 -0.0522 -2.4096
S -0.636919 0.295108 0.834727 -0.0872 1.8502 3.3692
O -0.615370 1.720996 0.632511 0.0225 -0.3627 -0.3822
O -1.901169 -0.352167 1.044193 0.0330 -0.2359 -0.5830
C 0.105940 0.168406 2.541540 -0.3393 -0.5790 -0.2289
F 0.212118 -1.112973 2.940210 0.4329 0.1367 -0.2583
F 1.288818 0.781071 2.576475 0.1599 -0.2460 0.2102
F -0.708473 0.738636 3.426374 0.0105 0.4489 -0.2039
C -3.584614 2.688182 2.456367 -0.4282 0.6282 -0.7372
C -3.664230 3.932264 3.343405 1.4814 -0.8236 1.0806
C -3.732254 5.246255 2.592000 -0.8512 -0.5000 -0.1159
O -4.738190 3.811828 4.279088 -0.5492 0.4127 -0.3560
H -2.712049 2.618961 1.803007 0.1582 0.4154 0.1671
H -4.444908 2.780530 1.785688 -0.1164 -0.6130 0.0357
H -3.584461 1.751480 3.014110 -0.3323 0.0912 0.1688
H -2.764670 3.918825 3.977330 0.2543 0.2992 -0.2595
H -2.961066 5.256345 1.823538 0.0875 0.1891 0.0772
H -3.686611 6.118764 3.240422 0.3015 -0.0876 0.1056
H -4.705573 5.302264 2.094528 0.0476 -0.0240 -0.1411
H -4.529997 3.084920 4.871183 -0.0064 -0.0484 -0.0300
C 3.395693 1.582259 -0.490473 0.1170 -0.7955 1.5732
C 4.094977 0.531301 -1.329429 0.7907 1.0759 -0.8269
C 5.577219 0.860362 -1.462653 0.8386 -0.2519 -0.4090
O 3.947707 -0.756946 -0.759991 -0.9461 -0.3999 0.3766
H 3.540531 2.595366 -0.852764 -0.1005 -0.0713 -0.2042
H 3.808685 1.530122 0.527105 0.2479 0.2292 -0.0701
H 2.342621 1.359901 -0.302320 -0.1402 0.1504 -0.5919
H 3.669107 0.639492 -2.334791 -0.0930 -0.7089 -0.0431
H 6.166967 0.211320 -2.124453 -0.6826 -0.2624 -0.3611
H 6.160700 0.720568 -0.548122 -0.4810 0.5951 0.3876
H 5.695810 1.852644 -1.902874 0.0872 0.1327 0.3881
H 4.151636 -1.468672 -1.397075 0.0652 0.2195 -0.0817
C 2.352132 -0.513503 8.191130 -0.9620 -0.3637 1.2048
C 2.510742 -1.405916 6.986470 1.5334 -0.1103 -0.0547
C 1.255272 -1.417675 6.137427 -0.2093 -0.3083 0.4530
O 0.208082 -2.002776 6.898590 0.1517 0.0873 -0.1960
C -1.037961 -1.905881 6.232020 0.1549 -0.0750 0.3448
N 3.685977 -0.953683 6.196699 -0.5906 0.9129 -0.4505
H 1.624903 -0.937112 8.894607 -0.1098 0.0600 -0.1779
H 1.966479 0.469646 7.914880 0.1901 0.0988 -0.1210
H 3.254787 -0.404305 8.793543 0.2509 0.0537 -0.3474
H 2.781623 -2.427084 7.273359 -0.4906 -0.0275 0.1970
H 1.383996 -2.002394 5.223029 0.2067 0.1300 -0.1535
H 0.985557 -0.383879 5.887129 0.0080 0.0828 -0.2303
H -1.762166 -2.453720 6.830646 -0.0656 0.0858 0.0046
H -1.005630 -2.359938 5.237583 0.0866 0.0694 -0.0800
H -1.337756 -0.857133 6.152293 -0.1324 0.0060 -0.1303
H 4.519926 -0.959312 6.776546 -0.0753 -0.5196 0.1694
H 3.559037 0.062965 6.117462 0.0838 -0.2651 -0.3888
C -4.837245 -1.410262 -1.455333 0.0713 0.4304 1.1780
O -5.946184 -2.270032 -1.466454 -0.2972 -0.1206 -1.0181
C -6.179824 -2.979259 -0.282156 0.0000 0.0423 -0.0292
C -7.425029 -3.839798 -0.421043 0.7122 0.2148 0.9519
N -7.263957 -4.978593 -1.295811 -0.5452 -0.3612 -0.3907
C -8.459634 -5.816773 -1.293230 -0.2232 -0.4810 -0.3903
C -8.383038 -6.925829 -2.341213 0.9075 0.5626 0.8077
O -8.313542 -6.354144 -3.624491 -0.2893 0.0077 -0.0889
C -7.843315 -7.234869 -4.617056 -0.3564 -0.4455 -0.0524
H -4.821753 -0.760258 -2.328146 -0.1436 -0.3578 -0.2511
H -3.882596 -1.934105 -1.337413 -0.0109 -0.1056 -0.1804
H -4.933037 -0.738476 -0.589779 0.1847 0.0645 0.0263
H -6.341398 -2.285093 0.556158 0.0286 0.0978 -0.0222
H -5.317966 -3.606452 -0.019333 0.0152 -0.0698 -0.0689
H -8.299942 -3.203125 -0.603060 -0.0399 -0.0069 -0.3515
H -7.539665 -4.210396 0.605545 -0.2812 -0.2600 -0.0846
H -7.148880 -4.699336 -2.266034 0.2359 0.3227 0.1368
H -9.377500 -5.241031 -1.473596 -0.0624 0.1012 0.1091
H -8.566896 -6.350981 -0.345083 0.0370 0.2898 0.2058
H -9.217362 -7.615457 -2.187069 -0.1683 -0.0273 -0.3828
H -7.449505 -7.453535 -2.106389 0.0174 -0.2594 -0.2539
H -6.797772 -7.498540 -4.458772 0.2386 0.1488 -0.0681
H -8.000131 -6.778053 -5.591309 0.2383 0.2273 0.0633
H -8.403982 -8.178257 -4.639731 -0.1235 0.0232 0.1944
C 1.054909 -7.098738 -11.010032 0.4761 0.0636 0.1456
O 0.824827 -6.209834 -9.940245 -0.4848 -0.2117 0.1530
C -0.572359 -6.103395 -9.661119 0.4178 0.7260 -0.2020
C -0.785285 -5.197921 -8.464011 1.0119 -0.2709 0.2360
N -0.228288 -3.866690 -8.668460 -0.6183 0.0321 -0.0989
C -0.363670 -3.078373 -7.462595 -0.6140 1.1171 -0.3469
C 0.359898 -1.732629 -7.604774 -0.9190 -0.2288 0.4888
O 1.765845 -1.840105 -7.620426 0.2892 0.2610 -0.5455
C 2.336901 -2.092882 -6.360552 -0.1283 -0.7987 -0.0748
H 0.803980 -8.135582 -10.759753 -0.3283 0.0431 0.0653
H 2.127497 -7.099921 -11.202487 -0.0305 0.1858 -0.1397
H 0.509535 -6.780157 -11.901920 0.0079 -0.0922 -0.1040
H -1.003722 -7.099280 -9.558980 -0.1040 -0.1225 0.3655
H -1.073095 -5.619026 -10.507174 0.0139 -0.0602 -0.2130
H -0.298504 -5.585965 -7.557474 -0.1890 -0.6255 -0.0367
H -1.855992 -5.161505 -8.250032 -0.0482 0.2757 -0.0657
H 0.708394 -3.851576 -9.046361 0.1084 -0.4162 0.2001
H -0.156070 -3.586731 -6.509118 0.4454 -0.2349 -0.1522
H -1.430757 -2.834986 -7.381827 0.0140 0.0896 0.1653
H 0.022724 -1.031124 -6.828427 0.1699 -0.1872 0.3324
H -0.003216 -1.260548 -8.518588 0.5244 -0.1681 -0.3013
H 1.921307 -3.022757 -5.959497 -0.0303 0.1373 0.3692
H 2.231086 -1.238572 -5.682596 -0.2969 -0.7515 0.2395
H 3.406160 -2.257244 -6.504931 -0.1704 -0.0165 -0.2023
C 3.932769 -1.141338 2.622228 0.2265 0.8909 0.4009
O 2.833851 -1.722913 1.949854 -0.5179 -0.3071 -0.8385
C 2.475454 -3.057711 2.306535 0.2545 0.3638 -0.0490
C 1.510113 -3.648034 1.284437 -0.2071 -0.8405 -0.0241
N 1.961168 -3.542428 -0.120505 0.7387 0.7796 0.1964
C 3.295774 -4.097285 -0.360896 0.6843 -1.1838 0.3057
C 3.758123 -4.245820 -1.806433 -1.0153 0.0122 0.0078
O 4.173630 -3.001195 -2.333853 0.8240 -0.6041 0.3810
C 4.686987 -3.108028 -3.650746 -0.5828 1.2833 -0.3731
H 4.605876 -0.692624 1.889943 0.0965 -0.3706 -0.1361
H 4.455836 -1.816773 3.298823 -0.0669 -0.2545 -0.2154
H 3.594107 -0.309192 3.243680 -0.2246 -0.1755 0.0918
H 2.016227 -3.026395 3.296385 -0.0327 -0.3365 0.0050
H 3.403267 -3.635906 2.337813 -0.1141 -0.2005 0.1788
H 0.494654 -3.256198 1.368519 0.1931 0.5492 -0.1281
H 1.358309 -4.709539 1.524441 0.3486 -0.0612 0.3217
H 1.312974 -4.070370 -0.692267 -0.1879 0.3063 -0.1073
H 3.395502 -5.100886 0.083578 -0.3978 -0.2386 -0.1561
H 4.119303 -3.612356 0.172856 -0.4162 0.8008 -0.0349
H 2.981925 -4.638603 -2.477150 -0.2992 -0.0337 0.2294
H 4.527029 -5.024991 -1.809107 0.4657 0.3860 -0.0880
H 3.841944 -3.092729 -4.348474 0.0907 -0.5193 -0.0826
H 5.356333 -3.949458 -3.824320 -0.0589 -0.1164 0.2211
H 5.196675 -2.161919 -3.849649 0.2415 -0.2784 0.1186
C 2.437632 9.473501 6.841862 0.4043 -1.1140 0.2662
O 2.590280 8.350993 5.979031 -0.1714 0.3739 -0.1930
C 3.878759 7.776022 6.057120 0.3328 0.4761 0.3933
C 3.890748 6.349710 5.594392 0.9030 -0.8782 -0.2228
N 4.179197 6.181259 4.168551 -1.6663 0.2286 -0.6268
C 3.088630 6.719363 3.327895 -0.2709 0.6601 -0.4593
C 1.716567 6.037942 3.370659 0.5079 0.3695 -0.3220
O 1.773129 4.857736 2.599896 0.0363 -0.2681 0.4037
C 0.532636 4.180798 2.509177 0.6868 -0.4367 0.2261
H 1.413844 9.818792 6.751314 0.0310 0.1900 -0.0691
H 3.177776 10.257553 6.668913 -0.1161 0.1514 -0.3432
H 2.620820 9.097330 7.854448 -0.2060 0.2914 0.2377
H 4.242124 7.792932 7.094370 -0.2863 -0.0247 0.1461
H 4.613961 8.381616 5.511451 -0.0802 -0.0746 -0.2698
H 2.984958 5.831875 5.933262 -0.1521 0.3438 -0.0304
H 4.730785 5.853397 6.092824 -0.1374 0.0473 0.2075
H 4.106920 5.201631 3.895694 0.6653 -0.2006 0.5857
H 3.458999 6.727216 2.301209 -0.2153 -0.1889 -0.0718
H 2.857988 7.764166 3.531788 0.5299 0.0557 0.4111
H 0.985042 6.722334 2.926203 -0.0222 0.0359 0.0253
H 1.408148 5.858789 4.408627 -0.0526 -0.2613 -0.0063
H -0.154757 4.726566 1.859341 -0.1698 -0.1350 0.0032
H 0.089458 3.992021 3.494709 -0.1226 0.3564 0.0669
H 0.783264 3.192611 2.128025 -0.3197 0.1428 -0.4359
C 2.817151 2.290601 4.950688 -0.9122 -0.4738 -0.5737
O 3.619054 2.119938 6.090848 0.6725 0.5006 -0.3745
C 3.423920 3.134534 7.055093 -0.2385 -0.1595 0.6557
C 4.492845 3.063619 8.154706 -1.3627 0.0436 -0.9382
N 5.718845 3.663329 7.703076 1.3418 -0.3070 0.1091
C 6.824757 3.501243 8.654565 -0.3720 0.8018 0.3235
C 8.104718 4.102059 8.112921 -0.4767 -0.6720 -0.3212
O 8.527984 3.348910 6.989154 -0.1158 -0.2129 -0.1387
C 9.839205 3.660058 6.590050 0.0629 -0.0143 -0.5457
H 1.854448 1.776908 5.078382 -0.0721 0.0539 0.1391
H 3.269027 1.824275 4.074781 0.3457 0.0051 0.1637
H 2.569227 3.319167 4.671798 0.3548 0.1832 0.2865
H 2.433430 2.985817 7.508368 -0.0013 0.0518 0.0943
H 3.423532 4.129267 6.598544 0.1445 -0.3124 0.0020
H 4.540961 2.017711 8.484077 0.3098 -0.0642 0.0799
H 4.043653 3.644085 8.964936 0.4162 0.0655 0.2443
H 6.080212 3.231659 6.856055 -0.6051 -0.0854 -0.2090
H 6.972969 2.467516 8.987879 0.0194 -0.0727 -0.0588
H 6.575879 4.122370 9.522148 -0.0023 -0.2645 0.2298
H 8.884142 4.038415 8.877347 -0.0078 0.4145 0.1032
H 7.838881 5.120117 7.809286 0.5090 0.2017 0.1081
H 9.904309 4.678359 6.192212 0.1169 0.2053 0.4406
H 10.135429 3.036131 5.745414 -0.2959 -0.2956 0.1332
H 10.546238 3.466481 7.401170 0.0845 0.3054 0.0537
C -2.714101 -4.120691 3.199472 0.4531 0.1926 0.0177
O -3.889004 -3.476142 3.609109 -0.1673 0.1105 -0.0624
C -3.847679 -2.078072 3.306718 0.0565 -0.4142 -0.0544
C -5.186766 -1.451065 3.657148 1.0172 0.7020 0.5061
N -5.380289 -1.508694 5.124379 -1.1602 0.2224 -1.0143
C -6.621237 -0.777817 5.438080 -0.1660 -0.7110 0.7022
C -7.907100 -1.412423 4.881450 -0.0479 0.1483 0.1705
O -7.841148 -2.819993 4.991499 0.2359 0.0454 -0.2082
C -8.885639 -3.467760 4.309109 -0.2286 -0.0680 -0.3047
H -2.717735 -5.159560 3.523257 -0.3576 -0.0627 -0.1726
H -1.811160 -3.686390 3.652300 -0.0912 0.2381 0.0917
H -2.579954 -4.031120 2.115815 -0.0621 -0.2296 -0.0989
H -3.548099 -1.921244 2.265739 -0.3327 -0.0512 -0.1977
H -3.031438 -1.648533 3.895447 -0.1448 0.3230 0.2290
H -6.011949 -1.805596 3.033886 -0.0056 -0.6316 0.1719
H -5.151110 -0.382350 3.421407 0.3245 0.0323 -0.1349
H -5.591887 -2.480276 5.342632 0.2470 -0.0055 0.1253
H -6.575930 0.263895 5.118436 0.1765 -0.0126 -0.1511
H -6.740218 -0.760026 6.524965 0.1941 -0.0041 0.0158
H -8.100307 -1.111833 3.846423 0.0264 -0.0572 -0.0852
H -8.743626 -1.079333 5.507673 -0.1139 0.2626 -0.2199
H -8.948650 -4.478683 4.703914 -0.2032 0.0287 0.0911
H -8.746385 -3.551756 3.223393 0.5033 0.1296 -0.0070
H -9.833989 -2.927624 4.398048 -0.0906 -0.1395 0.4559
C -3.622879 -1.023553 -5.726721 0.0484 0.6892 0.8779
O -3.293480 -2.383869 -5.628050 -0.1246 -0.0932 -0.7165
C -2.591410 -2.725118 -4.450283 -0.7114 -0.0345 0.8520
C -3.019393 -4.109376 -4.042473 0.0302 -0.4435 -0.2292
N -2.559481 -5.158216 -4.945112 -0.2005 -0.9612 0.1547
C -3.071898 -6.451666 -4.460176 -0.8538 0.3960 0.2217
C -2.853748 -7.562676 -5.476901 0.1778 0.4495 0.8198
O -3.743217 -7.353392 -6.547866 -0.2621 0.4917 -0.3079
C -3.678802 -8.351747 -7.538810 0.3277 -0.5503 0.7835
H -4.107122 -0.732210 -6.656194 0.2154 -0.6074 -0.3145
H -2.742146 -0.389904 -5.577490 0.1156 -0.0020 -0.1866
H -4.328957 -0.731296 -4.938618 -0.0103 -0.1233 0.1415
H -2.927143 -2.118195 -3.600118 0.1609 0.4574 -0.1876
H -1.512898 -2.609869 -4.550673 0.0023 -0.1260 -0.2529
H -4.114085 -4.093292 -3.936272 -0.0966 0.0028 -0.1701
H -2.663518 -4.374215 -3.042790 0.3154 0.2953 -0.0025
H -3.001334 -5.083502 -5.858115 0.1117 0.5860 -0.0098
H -4.146921 -6.347605 -4.256018 -0.3220 -0.1825 -0.3608
H -2.731349 -6.662892 -3.442549 0.8052 -0.2344 -0.2878
H -3.033689 -8.545886 -5.032065 0.0297 -0.0873 0.0702
H -1.798941 -7.478430 -5.762802 0.0189 -0.2814 -0.4494
H -2.661722 -8.398863 -7.936932 -0.0624 -0.0319 -0.3786
H -4.431879 -8.197401 -8.306273 0.1230 0.3958 -0.0263
H -3.896268 -9.322984 -7.072398 0.0562 -0.0834 -0.1097
C 4.898743 -0.099822 -5.547348 0.1968 -0.1272 -0.1764
O 3.676562 0.404512 -5.060379 0.2499 0.2154 -0.3815
C 2.819863 0.871581 -6.096273 -0.6757 0.0014 0.2653
C 1.604560 1.502029 -5.418207 0.4091 0.4159 -0.2995
N 0.999028 2.470591 -6.321497 -0.5097 0.2089 -0.1289
C -0.079026 3.250639 -5.686768 -0.2390 0.3034 0.4033
C -1.060317 2.355575 -4.936674 0.2919 -0.2005 0.5202
O -2.209590 3.049039 -4.524560 -0.4877 0.6990 -1.2103
C -3.092556 2.254552 -3.782295 1.0614 -0.8416 1.9207
H 4.824894 -1.133667 -5.907602 -0.0224 0.0718 0.2977
H 5.607958 -0.030883 -4.723570 0.1381 -0.1007 -0.0880
H 5.285333 0.447514 -6.413907 -0.0749 0.3788 0.1860
H 2.461955 0.023443 -6.691012 0.3337 0.7569 -0.3481
H 3.312578 1.575246 -6.774079 0.2502 0.1145 0.1997
H 1.889922 2.004140 -4.482364 0.2129 -0.2626 0.0877
H 0.918733 0.689819 -5.175175 -0.1757 0.3171 -0.1061
H 1.709653 3.171893 -6.504033 0.1276 -0.2322 -0.3466
H -0.590665 3.887440 -6.410766 -0.1400 -0.4379 -0.3293
H 0.345193 3.983724 -4.990553 -0.0227 -0.1683 0.4110
H -0.567748 1.984637 -4.027579 0.1219 -0.1479 -0.0310
H -1.335258 1.470901 -5.524829 0.0083 0.0524 -0.2527
H -2.920023 1.179401 -3.908757 -0.3086 0.0396 -0.7004
H -4.148475 2.500955 -3.839430 0.0992 0.3324 -0.5733
H -2.780942 2.335718 -2.729606 -0.3765 0.2530 0.1362
C 1.292213 9.463002 1.949986 -0.7871 0.5565 0.8154
O 1.728583 8.405770 1.157739 0.0186 -0.1136 -0.1817
C 1.209879 8.473773 -0.168915 -0.3521 -0.1225 0.6925
C 1.331384 7.114271 -0.828609 0.8834 0.8737 -0.0522
N 2.757047 6.843274 -1.091622 -1.0847 -0.0612 -0.5055
C 3.046224 5.439882 -1.310771 0.9426 0.0687 -0.0715
C 2.405795 4.846108 -2.559239 0.3940 -0.2644 0.1806
O 0.999976 4.735915 -2.502647 -0.0291 0.4027 -0.6544
C 0.500320 3.751886 -1.624891 0.4268 -0.1625 -0.0649
H 0.206890 9.456700 2.144833 -0.0772 -0.3275 -0.3744
H 1.478854 10.463400 1.540112 0.4351 -0.1301 -0.1246
H 1.712151 9.375891 2.952489 0.4154 0.0581 -0.1909
H 1.752053 9.269595 -0.690848 0.0119 -0.1913 -0.3540
H 0.156580 8.774369 -0.113148 -0.0505 -0.0828 -0.0773
H 0.763829 7.186802 -1.755650 0.1081 -0.2920 -0.1388
H 0.900672 6.317604 -0.216450 -0.2494 0.1514 0.2306
H 3.326378 7.250103 -0.363915 -0.0012 -0.2362 0.1820
H 2.859459 4.779618 -0.450659 -0.2813 0.1893 0.1555
H 4.131491 5.407138 -1.463036 -0.0094 -0.2778 -0.0929
H 2.874768 3.868554 -2.751218 -0.1874 -0.2639 0.2555
H 2.705859 5.419558 -3.438230 -0.4996 0.3986 0.0498
H -0.583827 3.721800 -1.720597 0.0428 0.1630 0.0634
H 0.801199 3.976924 -0.597127 -0.2312 -0.2382 0.0732
H 0.886860 2.764354 -1.910263 0.0202 -0.0433 0.1451
```
Forces are in eV/Å.